Arrangement 1

C5H15NO2 | ωB97M-V/def2-TZVPD

XYZ file:
```
23
C5H15NO2, DFT ωB97M-V/def2-TZVPD
C -0.20023 -2.51911 0.85360
C -0.30638 -0.98464 0.99046
N -0.32911 1.89428 0.56346
C 0.11175 1.12032 -0.40499
C 0.12733 -0.27593 -0.22682
C 0.41635 1.80312 -1.69463
H 0.52174 -2.95888 1.53255
H 0.02694 -2.82957 -0.16207
H -1.16818 -2.90846 1.16299
H -1.34325 -0.70366 1.21213
H 0.26662 -0.63748 1.85433
H -0.68170 2.82212 0.37807
H -0.40011 1.55264 1.51442
H 0.39206 -0.83157 -1.11730
H -0.33922 2.54724 -1.90926
H 0.45054 1.09376 -2.50591
H 1.44516 2.17398 -1.68573
H 2.70207 0.94672 0.70379
H 3.49404 2.14881 0.11365
O 3.31856 1.20350 0.01553
H -2.77003 -2.34875 -0.32526
H -2.53373 -0.82703 -0.53178
O -3.20123 -1.48140 -0.33122
```

Its spin multiplicity is 2. As for the LUMO energy (spin up / spin down): -3.48 / -6.98 eV. The value obtained for the orbital gap (spin up / spin down) is 0.4019 / 0.2921 hartree. The total charge is +1.

Arrangement 2

C5H15NO2 | ωB97M-V/def2-TZVPD

XYZ file:
```
23
C5H15NO2, DFT ωB97M-V/def2-TZVPD
C 0.97430 1.55576 -0.77156
N 0.45784 -0.32650 1.41766
C -0.09066 -0.53871 0.22097
C 0.00610 0.42696 -0.79449
C -0.83950 0.29401 -2.00249
C -0.93777 -1.75726 0.16762
H 1.59924 1.50764 0.11522
H 0.42221 2.49867 -0.72891
H 1.62518 1.52379 -1.64209
H 0.61694 0.64980 1.66574
H -0.10523 -0.65446 2.20009
H -0.79296 -0.67118 -2.50488
H -0.64201 1.07332 -2.73143
H -1.88827 0.45074 -1.71726
H -1.24031 -2.03145 -0.83771
H -0.39913 -2.59899 0.60588
H -1.87807 -1.65822 0.71253
H -2.06149 0.38637 1.54498
H -2.58220 1.39554 0.52564
O -2.87318 0.74173 1.17278
H 3.41799 -1.03758 -0.43289
H 2.39204 -0.77472 0.61613
O 3.23224 -0.42724 0.28932
```

Its spin multiplicity is 2. As for the LUMO energy (spin up / spin down): -3.97 / -7.15 eV. The value obtained for the orbital gap (spin up / spin down) is 0.3819 / 0.2929 hartree. The total charge is +1.

arrangement 1 is the most stable structure; the next one sits 5.2 kJ/mol above it.

Arrangement 1

CH2N2OS2 | ωB97M-V/def2-TZVPD

XYZ file:
```
8
CH2N2OS2, DFT ωB97M-V/def2-TZVPD
C -0.05434 -0.63995 0.19805
N -0.67409 2.36668 -0.24272
N -0.95476 0.22642 0.44206
O 0.32847 2.32099 -0.77125
S 0.15032 -1.83622 1.42471
S 0.98751 -0.62561 -1.34544
H -1.41815 0.11539 1.42804
H 1.63505 -1.92771 -1.13344
```

Its spin multiplicity is 1. As for the LUMO energy (spin up / spin down): -0.23 / -2.54 eV. The value obtained for the orbital gap (spin up / spin down) is 0.3308 / 0.1979 hartree. The total charge is 0.

Arrangement 2

CH2N2OS2 | ωB97M-V/def2-TZVPD

XYZ file:
```
8
CH2N2OS2, DFT ωB97M-V/def2-TZVPD
C 0.15241 -0.90071 -1.17322
N 0.41094 -1.04183 -2.29434
N 0.48287 1.04511 0.69428
O -0.08339 -1.35571 1.43865
S -2.25921 0.13834 0.01703
S -0.42773 -0.29266 0.49769
H 0.31158 1.76235 0.01251
H 1.41252 0.64511 0.80740
```

Its spin multiplicity is 1. As for the LUMO energy: -0.14 eV. The value obtained for the orbital gap is 0.3693 hartree. The total charge is 0.

arrangement 2 is the most stable structure; the next one sits 208.9 kJ/mol above it.

Arrangement 1

CH2N2OS2 | ωB97M-V/def2-TZVPD

XYZ file:
```
8
CH2N2OS2, DFT ωB97M-V/def2-TZVPD
C 0.61049 -1.03601 -0.10354
N 0.92212 -2.11583 -0.31696
N -0.02194 0.45707 1.67341
O -1.81496 -0.04296 -1.53198
S 1.68422 1.86255 -0.50391
S 0.30164 0.67654 0.21385
H -0.28391 1.03222 2.48031
H -1.39765 -0.83359 -1.91116
```

Its spin multiplicity is 1. As for the LUMO energy (spin up / spin down): -3.96 / -3.98 eV. The value obtained for the orbital gap (spin up / spin down) is 0.2080 / 0.2085 hartree. The total charge is 0.

Arrangement 2

CH2N2OS2 | ωB97M-V/def2-TZVPD

XYZ file:
```
8
CH2N2OS2, DFT ωB97M-V/def2-TZVPD
C -1.17801 -1.81573 0.66904
N -1.27537 -1.13880 -0.24913
N 1.96791 0.16035 -0.35427
O 1.04251 -2.73113 -3.02367
S 0.98460 -0.44303 -1.35087
S 1.78954 -2.31748 -1.85559
H -0.79786 -2.58954 1.19700
H 1.56308 0.91897 0.14078
```

Its spin multiplicity is 1. As for the LUMO energy (spin up / spin down): -0.74 / -1.19 eV. The value obtained for the orbital gap (spin up / spin down) is 0.2986 / 0.2598 hartree. The total charge is 0.

arrangement 2 is the most stable structure; the next one sits 348.1 kJ/mol above it.

Arrangement 1

C6H14 | ωB97M-V/def2-TZVPD

XYZ file:
```
20
C6H14, DFT ωB97M-V/def2-TZVPD
C -1.86198 0.91253 0.06062
C -0.75897 -0.09678 0.38152
C -0.95035 -1.38100 -0.43061
C 0.67783 0.47512 0.30193
C 1.64474 -0.41806 1.08264
C 1.21693 0.71191 -1.11498
H -1.66959 1.88872 0.52151
H -2.00728 1.06758 -1.01482
H -2.79647 0.52287 0.47948
H -0.92991 -0.36485 1.43590
H -0.74503 -1.22756 -1.49702
H -1.98321 -1.73887 -0.34837
H -0.29376 -2.18042 -0.07110
H 0.65699 1.45459 0.80382
H 1.76714 -1.39050 0.59008
H 1.27269 -0.59952 2.09771
H 2.63706 0.03980 1.16111
H 0.57974 1.37917 -1.70705
H 2.21168 1.17237 -1.06221
H 1.33175 -0.22711 -1.67018
```

Its spin multiplicity is 1. As for the LUMO energy: 1.17 eV. The value obtained for the orbital gap is 0.4430 hartree. The total charge is 0.

Arrangement 2

C6H14 | ωB97M-V/def2-TZVPD

XYZ file:
```
20
C6H14, DFT ωB97M-V/def2-TZVPD
C -1.78229 -0.89435 -2.04074
C -1.25098 -0.07043 -0.87057
C -0.32131 -0.86843 0.04279
C -0.08362 -0.33514 1.39525
C 1.16252 -0.86779 2.00763
C 1.32802 2.23556 0.29256
H -0.96293 -1.32099 -2.63207
H -2.39541 -0.28496 -2.71315
H -2.40112 -1.72747 -1.68551
H -0.70078 0.80056 -1.25073
H -2.07549 0.32414 -0.26629
H 0.57280 -1.23201 -0.50019
H -0.85046 -1.79498 0.36997
H 0.49765 1.84485 0.89221
H 1.73819 -0.00261 2.36533
H 0.89211 -1.40267 2.92811
H 1.81621 -1.50529 1.38809
H 2.09330 2.64876 0.95537
H 1.76618 1.43135 -0.30773
H 0.95742 3.02191 -0.37032
```

Its spin multiplicity is 1. As for the LUMO energy: 0.49 eV. The value obtained for the orbital gap is 0.3184 hartree. The total charge is 0.

arrangement 1 is the most stable structure; the next one sits 361.0 kJ/mol above it.

Arrangement 1

C6H14 | ωB97M-V/def2-TZVPD

XYZ file:
```
20
C6H14, DFT ωB97M-V/def2-TZVPD
C -0.99452 -1.32466 -2.31354
C -1.05842 -0.56200 -0.99145
C 0.27187 -0.58435 -0.23589
C 0.30038 -0.05513 1.13406
C 1.58421 0.04477 1.83166
C -0.21628 1.94408 0.92524
H -0.22176 -0.90687 -2.97131
H -1.95088 -1.28447 -2.84959
H -0.74821 -2.38067 -2.14647
H -1.35146 0.47778 -1.18899
H -1.84365 -0.98717 -0.35188
H 1.06640 -0.11884 -0.84661
H 0.58301 -1.63248 -0.09554
H -0.63985 0.53249 1.54390
H 1.54321 0.58894 2.77996
H 1.88291 -0.98623 2.05655
H 2.36938 0.48192 1.19655
H -0.00896 2.49761 1.84532
H 0.52991 2.17890 0.17195
H -1.21195 2.20595 0.54548
```

Its spin multiplicity is 1. As for the LUMO energy: 1.23 eV. The value obtained for the orbital gap is 0.3317 hartree. The total charge is 0.

Arrangement 2

C6H14 | ωB97M-V/def2-TZVPD

XYZ file:
```
20
C6H14, DFT ωB97M-V/def2-TZVPD
C 2.49492 0.26738 -0.76905
C 1.12117 0.78158 -0.77256
C 0.28632 0.55225 0.53462
C -0.85831 -0.49929 0.62386
C -2.09123 0.09404 1.39577
C -1.15439 -1.08309 -0.81795
H 3.20532 1.17510 -0.54929
H 2.60299 -0.59639 0.01247
H 2.84152 -0.17071 -1.72025
H 0.67967 0.12663 -1.54725
H 0.94411 1.90769 -1.19040
H -0.01869 1.58866 0.80946
H 1.15658 0.30860 1.29143
H -0.49916 -1.22811 1.31123
H -1.81963 0.36384 2.50096
H -2.64348 -0.78461 1.38538
H -2.66396 0.90302 1.11970
H -0.25327 -1.42533 -1.34869
H -1.72022 -2.01365 -0.88762
H -1.61027 -0.26762 -1.38178
```

Its spin multiplicity is 1. As for the LUMO energy: 1.10 eV. The value obtained for the orbital gap is 0.4229 hartree. The total charge is 0.

arrangement 2 is the most stable structure; the next one sits 122.7 kJ/mol above it.